Formula: C3H9S2
Source: OMol25
Level of theory: ωB97M-V with the def2-TZVPD basis set

Computed properties:
Charge: -1
LUMO in hartree: 0.1306
Max |F| in hartree/bohr: 0.018
Gap between HOMO and LUMO in eV: 6.15
ΔE to the lowest compared entry with this formula, charge and spin in kcal per mole: 16.3
E_tot in eV: -24928.040
HOMO in eV: -2.593

Last column: Mulliken charge in e.
CARTESIAN COORDINATES (ANGSTROEM)
C -2.7708 -0.3944 0.9270  -0.726
S -1.4486 0.6619 1.5607  -0.253
H -3.3581 -0.7702 1.7604  0.259
H -2.3211 -1.2092 0.3504  0.252
H -3.4333 0.1311 0.2386  0.245
C 0.9369 0.3992 -2.4989  -0.868
C 2.0785 0.2707 -1.4576  -0.419
S 1.6102 -0.6731 0.0176  -0.651
H 0.6628 1.4145 -2.7843  0.249
H 1.2342 -0.1248 -3.4102  0.250
H 0.0996 -0.1881 -2.1304  0.241
H 2.3887 1.2564 -1.0804  0.184
H 2.9476 -0.1561 -1.9677  0.233
H -0.4148 0.2633 0.7496  0.005

Force components x, y, z for each atom (eV/Å):
C 0.171 -0.117 -0.581
S -0.077 0.345 0.213
H 0.020 -0.171 -0.014
H -0.102 -0.045 0.335
H -0.018 0.153 0.096
C 0.506 -0.755 -0.060
C -0.131 0.677 0.034
S -0.095 -0.330 0.102
H -0.122 0.080 0.231
H 0.074 0.103 -0.248
H -0.360 0.394 0.095
H -0.061 -0.059 -0.399
H 0.042 -0.082 0.199
H 0.153 -0.194 -0.005

***

Formula: C20H32N2O7S
Source: OMol25
Level of theory: ωB97M-V with the def2-TZVPD basis set

Computed properties:
Structure (SMILES): Cc1ccc(S(=O)(=O)N[C@H](C)C(=O)N2CCOCCOCCOCCOCC2)cc1
Charge: 0
LUMO in hartree: 0.0198
Max |F| in hartree/bohr: 0.016
Gap between HOMO and LUMO in eV: 9.56
ΔE to the lowest compared entry with this formula, charge and spin in kcal per mole: 8.6
E_tot in eV: -49405.632
HOMO in eV: -9.020

Last column: Mulliken charge in e.
CARTESIAN COORDINATES (ANGSTROEM)
C 7.1481 1.3243 -0.2257  -1.454
C 5.7118 0.9116 -0.1415  1.036
C 5.0079 1.0206 1.0539  -0.932
C 3.6752 0.6551 1.1236  -0.600
C 3.0473 0.1816 -0.0108  -0.106
C 3.7223 0.0653 -1.2102  -0.403
C 5.0544 0.4321 -1.2717  -0.837
H 5.5929 0.3478 -2.2041  0.388
H 3.1915 -0.2991 -2.0755  0.483
S 1.3512 -0.3358 0.0984  1.585
O 0.6704 0.4020 1.1251  -0.765
O 0.7507 -0.3149 -1.2100  -0.812
N 1.5500 -1.9053 0.6684  -0.412
H 1.8779 -2.4863 -0.0982  0.417
C 0.3065 -2.4696 1.1815  0.623
H -0.1250 -1.6929 1.8118  0.203
C 0.5943 -3.7356 1.9844  -1.820
H -0.3217 -4.1083 2.4360  0.317
H 0.9993 -4.5013 1.3268  0.364
H 1.3182 -3.5211 2.7656  0.438
C -0.5616 -2.7980 -0.0422  0.441
O -0.0188 -3.2917 -1.0185  -0.693
N -1.8824 -2.5289 -0.0157  0.479
C -2.5902 -2.0007 1.1286  -1.873
H -2.1343 -2.3599 2.0518  0.312
H -3.6157 -2.3770 1.0994  0.378
C -2.5849 -0.4651 1.1364  1.098
H -3.3716 -0.0988 0.4658  0.530
O -2.7731 0.0139 2.4528  -0.537
C -2.1966 1.2815 2.6944  0.095
H -2.1215 1.3546 3.7814  0.414
C -3.0196 2.4693 2.1395  -0.616
O -2.1876 3.4859 1.6096  -0.431
C -2.2001 3.6490 0.2104  -0.824
C -1.6803 2.4354 -0.5643  1.136
O -1.6371 2.7476 -1.9438  -0.510
C -1.4815 1.6001 -2.7543  0.344
C -2.7748 0.7651 -2.8700  -0.842
O -2.9201 -0.2797 -1.9306  -0.264
C -2.1840 -1.4473 -2.2436  -0.080
C -2.5748 -2.5861 -1.2940  -1.212
H -3.6489 -2.5555 -1.1129  0.398
H -2.3043 -3.5304 -1.7742  0.474
H -1.1062 -1.2656 -2.1724  0.181
H -2.4188 -1.7523 -3.2751  0.451
H -2.8439 0.3500 -3.8857  0.456
H -3.6294 1.4282 -2.7044  0.359
H -0.6609 0.9760 -2.3805  -0.189
H -1.2197 1.9886 -3.7411  0.360
H -0.6806 2.1529 -0.2036  -0.104
H -2.3577 1.5925 -0.4132  -0.399
H -3.2147 3.8872 -0.1434  0.393
H -1.5551 4.5086 0.0169  0.270
H -3.7252 2.1068 1.3860  0.370
H -3.5990 2.9283 2.9486  0.331
H -1.1861 1.3282 2.2689  -0.041
H -1.6128 -0.1292 0.7580  -0.225
H 3.1071 0.7384 2.0359  0.482
H 5.5080 1.3952 1.9347  0.338
H 7.2227 2.3089 -0.6873  0.300
H 7.5983 1.3771 0.7618  0.360
H 7.7149 0.6267 -0.8380  0.379

Force components x, y, z for each atom (eV/Å):
C -0.004 0.052 -0.024
C -0.075 -0.059 -0.030
C -0.111 -0.038 -0.071
C -0.005 0.067 0.147
C -0.512 -0.191 -0.025
C -0.072 -0.014 -0.174
C -0.044 0.005 0.123
H 0.042 -0.019 -0.102
H 0.002 -0.035 -0.164
S 0.435 -0.246 -0.050
O 0.293 -0.028 0.341
O 0.423 -0.090 -0.030
N 0.199 0.803 0.024
H 0.096 -0.054 -0.206
C -0.275 -0.078 0.076
H -0.146 -0.169 0.036
C 0.015 0.279 -0.157
H -0.079 -0.080 0.043
H 0.020 -0.097 -0.041
H 0.028 0.021 0.081
C -0.254 -0.199 0.320
O 0.183 -0.093 -0.182
N -0.146 0.049 -0.185
C -0.036 0.494 0.393
H -0.047 0.009 -0.017
H 0.113 -0.062 0.065
C -0.032 -0.042 -0.037
H 0.172 0.021 0.033
O -0.156 -0.365 0.108
C 0.047 0.315 -0.078
H 0.054 0.047 -0.080
C -0.002 -0.123 0.136
O 0.183 -0.100 0.193
C 0.036 -0.020 -0.435
C -0.006 0.052 0.274
O -0.083 0.278 0.194
C -0.282 -0.214 -0.074
C 0.239 0.277 -0.136
O -0.059 -0.138 0.292
C 0.003 -0.234 -0.084
C 0.191 0.064 -0.492
H 0.009 -0.046 -0.001
H -0.148 0.101 0.012
H -0.132 -0.069 -0.074
H 0.016 -0.008 0.073
H -0.021 0.020 0.038
H 0.096 0.004 -0.116
H -0.072 0.072 -0.124
H -0.002 -0.103 0.015
H -0.141 0.006 -0.005
H 0.065 -0.024 0.090
H 0.085 0.003 0.021
H -0.088 -0.037 -0.087
H -0.023 -0.033 -0.015
H -0.001 -0.087 -0.126
H -0.133 0.036 0.046
H -0.144 0.004 -0.032
H 0.008 0.037 0.184
H 0.042 0.033 0.089
H 0.074 0.061 -0.015
H 0.079 0.009 0.041
H 0.085 -0.023 -0.018